The following is a DFT calculation (the ωB97M-V functional and the def2-TZVPD basis) of 4 unconnected molecules or ions with the total composition C23H49ClN3O10P2.

As for the multiplicity: 1. The LUMO energy comes out at -3.877 eV. Its charge is +1. The total energy is -2964.70066 hartree. As for the HOMO-LUMO gap: 7.9 eV.

Element x y z (Å)
C: 6.2278 -1.1858 1.9192
O: 5.3595 -2.3731 1.8617
C: 4.0830 -2.0618 1.1363
C: 3.0170 -1.5491 2.2713
C: 1.5093 -1.2242 1.7153
C: 1.4498 -0.4841 0.2539
C: 2.3635 0.7025 -0.4249
P: 3.8201 1.5975 0.4779
P: 2.8460 3.3681 1.3991
O: 2.2448 2.9198 2.8136
O: 1.5918 4.0540 0.4011
O: 4.0579 4.5974 1.6737
N: 1.8552 0.9688 -1.8575
C: 2.3837 1.9745 -2.8642
C: 4.0194 2.0269 -2.9892
O: 4.8612 0.9978 -2.8269
C: 0.6618 0.0179 -2.0888
C: -0.2135 -0.0017 -3.5139
C: -0.1048 -1.4223 -4.3245
O: -1.1453 -1.7291 -5.1464
Cl: 1.2589 -2.6708 -4.1997
N: 0.4114 -0.8286 -0.8229
C: -0.7143 -1.8381 -0.8266
C: -1.6411 -1.8570 0.5248
O: -2.9890 -2.3631 0.1008
C: -1.9078 -0.3915 1.2091
N: -2.0309 0.7601 0.2358
H: 7.3289 -1.4650 2.2860
H: 6.3756 -0.6996 0.8504
H: 5.8477 -0.3521 2.6804
H: 4.2343 -1.2831 0.2674
H: 3.7455 -3.0824 0.6395
H: 3.3769 -0.6317 2.9072
H: 2.8964 -2.4493 3.0460
H: 0.9914 -0.5399 2.5450
H: 0.9118 -2.2325 1.6683
H: 4.3196 0.8232 1.5851
H: 1.9438 4.9540 0.1298
H: 4.1657 4.7238 2.6620
H: 1.9722 1.8072 -3.9672
H: 1.9515 3.0318 -2.5328
H: 4.4996 3.0634 -3.2977
H: -0.0151 0.9386 -4.1829
H: -1.3496 0.0899 -3.1585
H: -0.1971 -2.9117 -0.8904
H: -1.4373 -1.7773 -1.7445
H: -1.2485 -2.5774 1.3591
H: -3.5062 -1.5806 -0.3051
H: -1.1158 -0.2335 2.0563
H: -2.9624 -0.4701 1.7628
H: -3.0393 1.0854 0.1346
H: -1.5736 1.5785 0.7387
C: -4.4153 -0.3881 -8.7432
C: -2.9758 0.0760 -8.8974
C: -2.0232 -1.1029 -9.0171
O: -2.6106 0.8655 -7.7684
H: -4.5379 -0.9900 -7.8357
H: -5.0882 0.4707 -8.6457
H: -4.7318 -0.9853 -9.6039
H: -2.8872 0.7124 -9.7846
H: -2.0610 -1.7301 -8.1194
H: -0.9895 -0.7540 -9.1151
H: -2.2680 -1.7214 -9.8861
H: -2.6862 0.3085 -6.9758
C: -2.2408 2.9721 5.0152
C: -1.3261 3.1705 3.8170
C: -1.0944 4.6464 3.5351
O: -1.9095 2.5565 2.6707
H: -3.2245 3.4201 4.8356
H: -2.4086 1.9053 5.1987
H: -1.8124 3.4197 5.9172
H: -0.3662 2.6757 4.0008
H: -2.0375 5.1538 3.3031
H: -0.4444 4.7741 2.6628
H: -0.6316 5.1442 4.3928
H: -2.7624 2.9896 2.4999
C: -2.2190 -2.0484 4.8936
C: -1.5875 -3.4315 4.8968
C: -2.5004 -4.4559 5.5516
O: -0.3494 -3.3837 5.6011
H: -2.4063 -1.7008 5.9157
H: -1.5457 -1.3191 4.4304
H: -3.1662 -2.0483 4.3454
H: -1.3678 -3.7383 3.8684
H: -2.6976 -4.1936 6.5970
H: -2.0278 -5.4441 5.5578
H: -3.4560 -4.5280 5.0231
H: -0.5347 -3.1121 6.5154

The following is a DFT calculation (the ωB97M-V functional and the def2-TZVPD basis) of a molecular structure, C18H28Cl2CrN3OP2.

As for the multiplicity: 4. The LUMO energy (spin up / spin down) comes out at -8.910 / -8.926 eV. Its charge is +2. The total energy is -3589.19354 hartree. As for the HOMO-LUMO gap (spin up / spin down): 4.9 / 4.9 eV. As for the energy above the lowest of the compared OMol25 structures with the same formula, charge and spin: 213.37 kJ/mol.

Element x y z (Å)
C: 3.1621 4.0797 -1.3668
C: 2.1077 3.1494 -1.4995
H: 3.3598 4.6824 -2.2930
H: 4.1123 3.5910 -1.0518
H: 2.9010 4.8123 -0.5613
O: 1.4185 2.3202 -1.9563
Cl: 3.0867 1.9101 1.5888
Cr: 1.1815 1.1447 0.8461
P: 2.3296 -0.3796 -0.7909
C: 1.4350 -1.2701 -2.1398
C: 3.8515 0.1819 -1.6536
H: 4.2778 -0.6702 -2.2054
H: 3.8379 -2.1263 -0.1508
H: 4.5769 0.5560 -0.9177
H: 3.2129 -1.1914 1.2407
H: 1.1231 -0.5379 -2.9063
H: 3.6158 0.9928 -2.3633
C: 2.9613 -1.6684 0.2955
H: 2.0941 -2.0249 -2.5927
H: 2.2076 -2.4244 0.4992
H: 0.5244 -1.7636 -1.7628
P: -0.3206 3.3060 0.4973
C: -1.8185 3.2908 -0.5443
C: -0.9291 3.5469 2.1903
H: 1.2382 5.1589 0.6786
H: -0.3979 5.7468 0.2409
H: 0.6262 4.9377 -0.9905
C: 0.3533 4.9524 0.0771
H: -0.0483 3.6048 2.8405
H: -1.5281 4.4561 2.2647
H: -2.5368 4.0299 -0.1804
H: -2.3089 2.3180 -0.5503
H: -1.5080 2.6817 2.5148
H: -1.5506 3.5227 -1.5769
Cl: 0.7222 0.0585 2.9610
N: -4.0283 -8.2288 0.4336
C: -3.6157 -7.1290 0.4021
C: -3.1224 -5.7571 0.3903
C: -1.7316 -5.5229 0.4730
C: -1.2712 -4.2086 0.5723
C: -2.2261 -3.1938 0.5759
C: -3.5908 -3.4077 0.4918
C: -4.0518 -4.7007 0.3742
N: -1.8494 -1.8447 0.6246
C: -2.6535 -0.7437 0.9343
C: -1.8831 0.3561 0.8304
N: -0.6304 0.0061 0.3600
C: -0.6223 -1.3357 0.3186
H: -1.0347 -6.3700 0.4673
H: -0.2061 -4.0132 0.6593
H: -4.2601 -2.5694 0.4810
H: -5.1194 -4.8766 0.2745
H: -3.6605 -0.8319 1.3224
H: -2.0647 1.3849 1.1462
H: 0.2516 -1.9882 0.1870

The following is a DFT calculation (the ωB97M-V functional and the def2-TZVPD basis) of 14 unconnected molecules or ions with the total composition C5H37N2O14.

As for the multiplicity: 1. The LUMO energy comes out at 2.493 eV. Its charge is -1. The total energy is -1375.51890 hartree. As for the HOMO-LUMO gap: 6.8 eV. As for the energy above the lowest of the compared OMol25 structures with the same formula, charge and spin: 542.30 kJ/mol.

Element x y z (Å)
C: -1.8609 0.3487 0.0841
O: -2.6298 0.3038 1.2834
C: -0.3513 0.5183 0.4616
C: 0.6098 0.3884 -0.7994
C: 1.5742 -0.6733 -0.5790
C: 1.2410 -1.8913 -1.0860
N: 2.0503 -3.0146 -1.4174
N: 2.6516 -0.3528 0.1950
H: -2.2349 1.2667 -0.5179
H: -1.9702 -0.6659 -0.4328
H: -0.2210 -0.2069 1.3470
H: -0.1345 1.3561 1.1643
H: 1.0698 1.4581 -0.9884
H: -0.1718 0.2279 -1.6610
H: 0.2579 -1.9356 -1.5213
H: 2.9856 -3.1508 -1.0090
H: 1.6864 -3.8796 -1.3268
H: 3.3163 -1.0474 0.3352
H: 2.8272 0.6550 0.4968
H: 3.6657 1.8356 -2.6328
H: 3.9213 1.5431 -1.1791
O: 3.4058 2.1806 -1.7303
H: -2.1936 1.4493 2.5570
H: -1.5616 1.0525 3.8616
O: -1.6059 1.7829 3.2396
H: 1.4313 1.6925 -3.4670
H: -0.1860 1.3726 -3.9117
O: 0.7665 1.2897 -3.9544
H: -2.4573 -0.5948 1.6578
H: -3.4583 -2.5807 -0.0771
O: -2.4551 -2.4981 -0.2130
H: -2.4841 -2.4515 2.4789
H: -2.0862 -2.4945 0.7185
O: -1.8324 -2.0030 2.1347
H: 0.2901 -0.8766 -3.8969
H: 0.7568 -2.4509 -3.8071
O: 0.0017 -1.8211 -3.9568
H: 2.3303 1.7667 2.6058
H: 2.5612 3.0190 1.6729
O: 2.8428 2.1627 1.8996
H: -2.0214 1.0249 -4.2016
H: -2.6354 2.1146 -3.4946
O: -2.1260 1.9712 -4.1396
H: -2.4513 -1.1238 -2.2866
H: -1.5730 -1.1676 -3.6360
O: -2.3784 -0.7065 -3.1776
H: -0.0535 1.4680 3.2945
H: 0.4778 0.0604 3.0575
O: 0.8368 0.9355 3.4516
H: -1.3721 -1.0534 3.4348
H: -0.6024 -1.4058 4.5167
O: -1.3525 -0.7784 4.4142
H: 0.9494 3.6538 0.5507
H: 0.0785 4.7981 1.3322
O: 0.8040 4.5287 0.7273
H: 1.0291 -2.3125 2.3638
H: -0.4847 -2.6008 2.6916
O: 0.5265 -2.4870 3.0728

| no. | strongest force on any atom (eV/A) |
| --- | --- |
| 1 | 9.557 |
| 2 | 6.357 |
| 3 | 10.698 |